7
Properties=species:S:1:pos:R:3:forces:R:3 method="wB97M-V/def2-TZVPD" homo_ev=-9.4 e_tot_ev=-40488.3778
O 0.081719 -1.408661 -0.541528 -0.577 -1.502 -1.026
O 0.570318 0.782047 -1.061821 0.196 1.119 -0.083
O -1.314688 -0.026749 1.619131 0.710 0.166 -3.013
P -0.746980 -0.133665 -0.681920 -2.096 2.119 0.760
Cl 0.565270 2.366729 -1.782350 -0.478 -1.393 0.832
Cl 0.196055 -0.213225 2.244984 0.565 -0.185 0.502
H 0.648304 -1.366475 0.203505 1.681 -0.324 2.027



17
Properties=species:S:1:pos:R:3:forces:R:3 method="wB97M-V/def2-TZVPD" homo_ev=-7.9 e_tot_ev=-9436.6097
C 2.131663 0.640154 -0.028979 0.240 0.081 0.052
O 0.834845 0.355921 -0.510906 -0.020 -0.030 0.023
C 0.273626 -0.765055 0.115271 0.045 -0.154 -0.009
C -0.388785 -0.617213 1.458813 0.054 0.069 0.193
C -1.201363 -0.865574 0.220296 0.061 -0.073 -0.103
C -1.968667 0.842916 -0.871567 0.224 -0.077 0.277
O -1.507382 0.621861 -2.106852 0.164 0.050 -0.036
H 2.824186 -0.193112 -0.219487 -0.133 0.110 0.017
H 2.118820 0.845259 1.050692 -0.027 -0.034 -0.157
H 2.486269 1.525306 -0.561644 -0.033 -0.123 0.088
H 0.830218 -1.685005 -0.077963 -0.064 0.149 0.017
H -0.271202 -1.412517 2.192044 -0.037 0.127 -0.129
H -0.417938 0.383070 1.886962 -0.015 -0.116 -0.119
H -1.631620 -1.853134 0.061900 0.024 0.142 -0.014
H -2.256300 -0.130556 -0.185898 -0.217 0.046 -0.061
H -1.300096 1.480867 -0.280906 -0.090 -0.075 -0.027
H -0.556279 0.826806 -2.141771 -0.175 -0.092 -0.012